1.
67
Properties=species:S:1:pos:R:3:mulliken_charge:R:1 method="wB97M-V/def2-TZVPD" energy_ha=-5563.9186 charge=+2 e_lumo_ev="-6.59 / -6.63"
H 0.172 1.947 5.129 0.55
C -0.582 2.224 3.141 -1.05
H -1.603 0.075 -1.850 0.16
C 2.075 -1.852 -4.261 -0.02
C -3.929 -3.114 1.854 -0.59
C -0.063 1.332 4.259 -0.70
H 4.215 2.162 2.273 0.50
C 3.533 1.327 2.435 -0.84
C 0.227 2.467 0.383 -1.16
H 3.797 -3.169 -1.089 0.75
H 0.669 -0.880 -2.986 0.74
H 3.359 1.489 4.566 0.54
H -0.814 0.602 4.567 0.36
Si -2.936 1.189 0.618 0.46
O 1.879 -1.668 -6.545 -0.57
H 4.128 0.417 2.500 0.41
S 1.409 0.295 3.902 -0.02
O 0.456 -0.602 -5.322 -0.62
C 1.546 -1.507 -3.038 -0.77
N 4.989 -3.967 -3.321 1.06
N -0.553 -1.722 2.786 -0.65
H -1.848 3.414 -4.494 0.45
H -4.885 -2.202 3.548 0.48
Se -1.639 -3.185 5.051 0.05
C -2.046 2.976 -3.524 -0.60
N 1.416 -1.334 -5.485 1.02
C -2.918 -1.623 0.265 -0.10
C -3.314 -0.527 1.042 0.86
C -1.653 1.664 -3.269 -0.67
H -3.549 2.173 1.527 -0.18
C 2.169 -1.984 -1.889 0.35
C -1.001 -2.334 3.729 0.50
O 5.378 -4.236 -4.432 -0.58
H 2.240 2.528 3.700 0.39
H -3.484 3.739 -0.562 0.39
C -2.959 3.153 -1.310 -0.64
C -2.575 1.833 -1.041 0.34
H 0.125 1.993 -0.594 0.33
C -1.917 1.094 -2.035 0.30
C -3.227 -2.910 0.672 -0.70
H -4.173 -4.121 2.166 0.43
H -1.152 1.089 -4.036 0.50
C 3.781 -3.106 -3.223 -0.30
C 3.193 -2.654 -4.389 -0.45
H -4.358 0.091 2.835 0.42
C 2.711 1.546 3.691 -0.66
H -3.012 4.733 -2.758 0.43
H 0.048 3.098 2.984 0.56
Ta 0.730 -0.720 1.641 0.44
H -0.328 3.405 0.364 0.68
C -4.027 -0.747 2.230 -0.60
C 1.618 -1.625 -0.585 0.55
O 2.164 -1.947 0.510 -0.74
H 1.773 3.231 1.704 0.49
O 5.495 -4.311 -2.275 -0.60
S -0.648 1.336 1.521 0.36
O 0.541 -0.913 -0.486 0.14
H 3.593 -2.920 -5.357 0.64
C -4.330 -2.037 2.634 -0.75
H -2.377 -1.482 -0.660 0.32
S 2.548 1.097 0.931 0.05
H -2.930 -3.756 0.065 0.45
H 2.165 3.260 -0.010 0.61
C -2.697 3.719 -2.550 -0.64
H -1.595 2.567 3.350 0.59
C 3.301 -2.790 -1.971 -0.60
C 1.676 2.678 0.771 -0.87

---

2.
63
Properties=species:S:1:pos:R:3:mulliken_charge:R:1 method="wB97M-V/def2-TZVPD" energy_ha=-2441.9629 charge=0 e_lumo_ev="-0.09 / -0.09"
H -0.120 7.300 -0.300 0.41
N -0.020 3.492 0.311 -0.19
H -2.194 6.050 0.190 0.46
O 3.172 2.284 -1.042 -0.76
H 2.800 -3.773 0.554 0.45
H -1.335 -1.686 1.093 0.50
C -0.939 -2.211 0.232 -0.40
H 3.572 1.020 -3.175 0.34
C 1.752 -1.754 3.674 -0.52
H -5.528 2.855 -0.191 0.43
H -3.645 4.762 -0.688 0.41
H -0.853 -3.650 2.465 0.34
H -0.926 -0.454 -1.020 0.48
C -3.571 3.851 -0.128 -0.37
O -0.540 -2.010 -4.632 -0.75
C -1.251 5.533 0.109 -0.87
H 2.020 -1.425 0.323 0.01
C 2.566 1.256 -1.307 0.51
C 2.663 0.644 -2.705 -0.64
C 2.531 -3.797 2.685 -0.49
C 2.574 -0.884 -2.733 0.69
O 1.775 0.597 -0.522 -0.44
C 2.068 -1.899 1.286 0.62
C -0.638 -3.563 0.328 0.82
O -0.317 0.064 -3.308 -0.64
C 1.112 5.539 -0.189 -0.93
C -0.085 6.230 -0.147 -0.44
C 1.107 4.180 0.067 -0.19
C 2.504 -3.205 1.428 -0.50
C -4.522 0.679 1.271 -0.82
H -4.140 -0.170 0.706 0.30
H 2.858 -4.824 2.792 0.41
H -4.317 0.522 2.327 0.36
H 1.809 1.050 -3.251 0.28
N -2.380 3.427 0.460 0.45
N -3.882 1.904 0.820 0.15
S -1.605 1.264 2.056 -0.56
H 2.049 6.031 -0.405 0.42
C -0.167 -2.177 -2.030 -0.43
C -0.096 -4.213 -0.782 -0.82
C 1.690 -1.154 2.412 0.77
C -0.898 -4.315 1.603 -1.73
H 1.912 -1.185 -4.710 0.30
H 3.555 -1.336 -2.886 0.43
C 1.275 0.249 2.364 -1.39
H -1.889 -4.775 1.582 0.42
H -0.166 -5.110 1.748 0.38
H -5.592 0.780 1.114 0.30
C -1.162 4.160 0.302 0.56
S 0.068 -1.304 -3.540 1.38
H 0.143 -5.268 -0.716 0.43
H 2.021 3.601 0.056 0.55
C -0.708 -1.511 -0.943 -0.01
Pt 0.554 1.245 1.016 1.22
C 0.143 -3.531 -1.960 -0.52
H 2.182 -3.534 4.787 0.40
C -4.496 2.909 0.104 -0.61
C -2.584 2.211 1.051 0.07
H 0.563 -4.032 -2.822 0.42
H 1.486 -1.163 4.542 0.46
H 2.200 -1.234 -1.776 -0.89
N 1.693 -1.463 -3.759 -0.40
C 2.148 -3.075 3.807 -0.60

---

3.
62
Properties=species:S:1:pos:R:3:mulliken_charge:R:1 method="wB97M-V/def2-TZVPD" energy_ha=-1893.8155 charge=+1 e_lumo_ev=-2.54
C -1.757 -2.768 -3.801 -1.41
C 1.049 0.774 3.652 -0.99
H -4.726 -0.480 2.147 0.36
C -0.083 -0.601 -3.365 0.22
C 0.166 -0.318 -5.753 -0.46
H 5.473 0.185 -2.224 0.27
C -1.701 2.485 0.515 -0.09
C -1.457 -2.350 -2.474 -0.56
C 0.218 -0.285 3.875 -0.56
C -1.809 -2.689 1.965 -1.42
H 1.435 1.296 -6.374 0.41
C 5.994 0.567 -1.351 -0.86
C -3.294 0.964 1.500 0.85
C 1.252 1.165 2.322 -0.76
H -1.952 -2.906 -0.131 0.35
H -3.768 -0.964 0.735 0.28
H -2.408 -3.626 -3.930 0.37
H 0.022 -0.627 4.887 0.45
N -2.649 1.503 0.443 0.11
H 2.836 -1.078 1.320 0.14
N -0.255 -0.782 -0.926 0.70
Sr 1.237 1.134 -0.953 2.27
C -1.255 -2.135 -4.884 -0.91
H -5.065 0.229 0.559 0.40
O 3.369 0.365 -0.647 -0.92
C -2.991 1.468 2.726 -0.95
N 0.760 0.470 -3.197 -0.10
H 1.933 1.945 -4.016 0.43
C -1.500 -2.309 0.629 -1.03
H -0.630 3.136 4.264 0.30
C -0.630 -1.282 -2.180 0.06
H -3.474 1.081 3.612 0.39
H -2.204 2.650 4.945 0.36
C 0.998 0.744 -5.553 -0.90
C -0.405 -0.973 2.808 1.39
C -4.275 -0.128 1.222 -1.39
N 0.719 0.524 1.308 0.51
C -0.648 -1.254 0.307 0.40
N 5.513 -0.087 -0.138 -0.21
C 4.203 -0.176 0.120 0.52
H 6.171 -0.538 0.471 0.21
N -1.386 2.968 1.733 -0.46
C -0.398 -1.024 -4.667 1.20
N 3.806 -0.822 1.243 -0.30
C -1.289 -2.058 3.044 -1.04
H 5.854 1.645 -1.302 0.25
C -1.709 3.141 4.107 -1.29
H 4.463 -1.317 1.819 0.20
H -1.910 -2.931 -1.703 0.41
C -0.107 -0.558 1.496 -0.39
H -2.024 4.186 4.070 0.37
H 7.055 0.355 -1.452 0.34
H -1.483 -2.451 -5.896 0.39
H -2.838 1.157 -0.490 0.30
H 1.872 2.031 2.092 0.45
H -2.481 -3.530 2.107 0.40
S -0.999 2.986 -0.966 -0.36
C -2.038 2.494 2.794 1.11
H -1.521 -2.361 4.061 0.46
C 1.269 1.104 -4.228 -0.20
H 1.534 1.304 4.462 0.49
H -0.079 -0.644 -6.759 0.42

---

Which ΔE to the lowest compared entry with this formula, charge and spin belongs to each record? In order, 0.4890, 1.1696, 0.8256 eV.
Which strongest force on any atom belongs to each record? In order, 0.56, 0.74, 1.52 eV/Å.